Entry 1:
A structure of composition C9H20BF4N2PbSSbSe4, computed with wB97M-V/def2-TZVPD.

Positions of all 43 atoms, in Å:
Pb  0.361  -3.854  0.301
Se  3.860  -5.017  3.414
Sb  3.299  -2.978  2.241
Se  3.055  -3.422  -0.275
Se  0.803  -2.404  2.581
Se  4.671  -1.006  2.624
C  -2.968  3.090  0.422
C  -2.391  2.304  -0.756
C  -2.728  0.811  -0.723
C  -2.104  0.049  0.444
N  -0.641  0.169  0.522
C  0.236  -0.546  -0.197
S  -0.294  -1.736  -1.322
N  1.530  -0.373  0.001
C  2.189  0.587  0.884
C  3.315  1.341  0.184
C  2.890  2.392  -0.849
C  2.375  1.841  -2.180
H  -2.825  4.167  0.294
H  -2.495  2.805  1.365
H  -4.041  2.900  0.522
H  -1.304  2.426  -0.782
H  -2.774  2.726  -1.690
H  -2.402  0.336  -1.647
H  -3.813  0.676  -0.659
H  -2.383  -1.001  0.375
H  -2.487  0.432  1.390
H  -0.267  0.689  1.294
H  2.127  -1.071  -0.439
H  2.603  0.041  1.734
H  1.458  1.302  1.268
H  3.983  0.605  -0.277
H  3.897  1.831  0.969
H  3.759  3.028  -1.056
H  2.129  3.044  -0.403
H  3.104  1.154  -2.620
H  2.208  2.654  -2.892
H  1.437  1.296  -2.073
F  -2.520  -4.707  -0.441
B  -3.881  -4.261  -0.398
F  -4.575  -4.943  0.638
F  -3.897  -2.853  -0.140
F  -4.503  -4.523  -1.650

Values from the calculation:
Energy relative to the best compared isomer or geometry (same formula, charge and spin) (kcal per mole): 0.0
Strongest force on any atom (eV/A): 0.67
HOMO level (Ha): -0.08173
Energy (hartree): -11326.2669
Total charge: -2

Entry 2:
The ion C9H20N2P with charge +1 in a non-equilibrium geometry, computed with wB97M-V/def2-TZVPD.

Positions of all 32 atoms, in Å:
P  0.448  1.937  -1.622
C  0.083  0.989  0.043
N  -1.208  -0.026  -0.144
C  -2.479  0.861  -0.124
C  -3.595  -0.027  -0.616
C  -2.779  -1.223  -1.226
C  -1.402  -0.687  -1.399
N  1.249  0.078  0.355
C  1.094  -0.689  1.620
C  2.415  -1.329  1.778
C  3.449  -0.614  0.860
C  2.659  0.642  0.407
H  -0.782  2.456  -1.653
H  1.046  3.068  -1.271
H  -0.195  1.579  0.920
H  -2.248  1.601  -0.870
H  -2.586  1.426  0.855
H  -4.115  0.489  -1.427
H  -4.289  -0.383  0.135
H  -2.833  -2.115  -0.605
H  -3.188  -1.451  -2.181
H  -0.739  -1.532  -1.454
H  -1.348  -0.107  -2.238
H  1.353  -0.700  -0.286
H  0.241  -1.369  1.596
H  0.914  0.066  2.341
H  2.339  -2.367  1.595
H  2.944  -1.349  2.837
H  4.453  -0.502  1.349
H  3.513  -1.176  -0.062
H  2.657  1.475  1.104
H  2.927  0.976  -0.617

Values from the calculation:
Structure (SMILES): P[C@@H](N1CCCC1)[NH+]1CCCC1
Energy relative to the best compared isomer or geometry (same formula, charge and spin) (kcal per mole): 42.6
Strongest force on any atom (eV/A): 4.45
HOMO level (Ha): -0.46949
Energy (hartree): -805.4575
Total charge: +1

Entry 3:
A cluster of 2 separate species, C9H20N4O2P in total in a non-equilibrium geometry, computed with wB97M-V/def2-TZVPD.

Positions of all 36 atoms, in Å:
C  -4.228  -0.698  -1.891
C  -3.121  -0.039  -1.279
C  -1.794  0.823  -0.832
C  -0.515  0.679  -1.900
N  0.176  2.055  -2.002
C  -0.491  2.833  -0.850
N  0.067  3.817  -0.074
N  -1.896  2.317  -0.620
P  -3.251  3.189  -1.395
N  -3.015  3.553  -2.955
H  -4.984  -1.374  -2.519
H  -1.482  0.453  0.259
H  -1.095  0.409  -2.901
H  0.253  -0.163  -1.545
H  -0.087  2.342  -2.966
H  0.716  3.500  0.705
H  -0.115  4.843  -0.135
H  -4.464  2.401  -1.202
H  -3.434  4.423  -0.677
H  -2.082  3.176  -3.203
C  1.179  -0.708  1.880
O  1.413  -1.582  0.781
C  2.805  -1.850  0.587
C  3.190  -3.224  1.144
O  3.078  -3.255  2.571
C  1.890  -3.909  3.004
H  0.111  -0.729  2.112
H  1.734  -1.013  2.770
H  1.456  0.314  1.604
H  3.420  -1.058  1.035
H  2.983  -1.845  -0.493
H  4.241  -3.419  0.903
H  2.588  -4.018  0.687
H  1.998  -4.990  2.874
H  1.010  -3.558  2.459
H  1.749  -3.697  4.066

Values from the calculation:
Strongest force on any atom (eV/A): 10.23
HOMO level (Ha): -0.42484
Energy (hartree): -1065.1329
Total charge: +1